# C4H4N2O2

A single C4H4N2O2 molecule at a distorted geometry (the ωB97M-V functional and the def2-TZVPD basis, the Open Molecules 2025 dataset).

Atoms and positions in Å:
H (2.001, -1.887, 1.784)
N (2.046, -1.839, 0.750)
C (1.176, -1.170, 0.273)
N (0.932, -0.966, -1.106)
C (-0.041, -0.234, -1.166)
C (-0.456, 0.244, 0.206)
C (-1.077, 1.359, 0.522)
O (-1.768, 2.014, -0.435)
O (0.439, -0.318, 1.146)
H (-0.413, -0.001, -2.204)
H (-1.141, 1.428, 1.582)
H (-1.699, 1.371, -1.353)

Forces on atoms 1 to 6 (eV/Å):
0.187 0.297 -0.912
3.323 -3.799 2.077
-0.921 2.674 0.424
2.868 -2.874 0.987
-3.402 2.753 -0.320
1.559 0.176 -0.534

## Properties
energy above the lowest of the compared OMol25 structures with the same formula, charge and spin = 358.9 kJ/mol
HOMO-LUMO gap = 8.864 eV
calculated total energy = -11284.8195 eV
largest force on an atom = 5.46 eV Å⁻¹
SMILES string = [H]/N=C1N=C/C(=C\O)O/1

=====

# C24H33Cl3NNiOSi4Te

A molecular structure, C24H33Cl3NNiOSi4Te at a distorted geometry (the ωB97M-V functional and the def2-TZVPD basis, the Open Molecules 2025 dataset).

Atoms and positions in Å:
Ni (-0.867, -0.252, 2.764)
Cl (-1.839, -4.421, 8.522)
C (-1.465, -3.784, 6.952)
C (-1.712, -2.447, 6.675)
C (-1.402, -1.976, 5.420)
Cl (-1.699, -0.337, 4.957)
C (-0.823, -2.771, 4.393)
O (-0.529, -2.284, 3.263)
C (-0.618, -4.130, 4.750)
Cl (0.050, -5.179, 3.547)
C (-0.928, -4.631, 5.994)
H (-2.133, -1.799, 7.426)
H (-0.750, -5.672, 6.215)
C (0.741, -3.315, -4.405)
Si (0.147, -3.005, -2.613)
C (0.864, -4.410, -1.528)
C (-1.758, -3.205, -2.611)
Si (0.698, -0.883, -1.697)
Te (-0.148, -1.388, 0.620)
Si (3.052, -0.612, -1.601)
C (3.605, 1.090, -0.914)
C (3.878, -0.746, -3.326)
C (3.895, -1.961, -0.538)
Si (-0.244, 0.909, -2.942)
C (-2.152, 0.773, -2.989)
C (0.346, 0.852, -4.767)
C (0.210, 2.641, -2.264)
H (0.447, -4.295, -4.769)
H (1.822, -3.252, -4.472)
H (0.325, -2.577, -5.082)
H (0.489, -5.394, -1.799)
H (0.604, -4.236, -0.488)
H (1.948, -4.444, -1.590)
H (-2.079, -4.216, -2.849)
H (-2.225, -2.537, -3.329)
H (-2.150, -2.957, -1.629)
H (3.338, 1.891, -1.597)
H (4.681, 1.139, -0.765)
H (3.132, 1.302, 0.039)
H (3.518, 0.028, -3.996)
H (3.670, -1.705, -3.789)
H (4.958, -0.642, -3.263)
H (3.443, -2.014, 0.448)
H (4.959, -1.782, -0.404)
H (3.786, -2.939, -0.997)
H (-2.463, -0.124, -3.516)
H (-2.626, 1.618, -3.480)
H (-2.551, 0.713, -1.982)
H (0.087, -0.093, -5.233)
H (1.422, 0.962, -4.839)
H (-0.098, 1.640, -5.370)
H (-0.023, 2.711, -1.206)
H (-0.323, 3.441, -2.771)
H (1.272, 2.840, -2.377)
N (-2.710, 9.443, 2.115)
C (-2.493, 8.313, 2.147)
C (-2.239, 6.933, 2.205)
C (-1.736, 6.365, 3.383)
C (-1.497, 5.014, 3.443)
C (-1.746, 4.191, 2.333)
C (-2.269, 4.766, 1.165)
C (-2.511, 6.116, 1.099)
C (-1.442, 2.819, 2.392)
C (-1.090, 1.648, 2.422)
H (-1.543, 7.002, 4.238)
H (-1.113, 4.563, 4.346)
H (-2.481, 4.128, 0.317)
H (-2.914, 6.565, 0.199)

Forces on atoms 1 to 6 (eV/Å):
0.550 -0.572 -0.328
-0.081 -0.057 0.277
0.006 0.095 -0.124
-0.006 -0.095 0.077
0.345 -0.914 -0.272
-0.263 0.774 0.284

## Properties
charge = -1
HOMO-LUMO gap (alpha / beta) = 6.801 / 6.588 eV
calculated total energy = -146378.8816 eV
largest force on an atom = 1.58 eV Å⁻¹

=====

# C16H60N6O14

14 unconnected molecules or ions with the total composition C16H60N6O14 at a distorted geometry (the ωB97M-V functional and the def2-TZVPD basis, the Open Molecules 2025 dataset).

Atoms and positions in Å:
C (0.712, -4.233, 2.078)
C (0.952, -5.565, 1.379)
O (-0.249, -6.171, 0.980)
H (-0.059, -4.346, 2.871)
H (0.361, -3.462, 1.431)
H (1.646, -3.892, 2.520)
H (1.368, -6.221, 2.132)
H (1.686, -5.599, 0.576)
H (-0.043, -6.981, 0.462)
C (0.392, 2.437, -3.469)
C (-1.099, 2.421, -3.573)
O (-1.737, 2.358, -2.249)
H (0.874, 3.396, -3.198)
H (0.707, 2.240, -4.485)
H (0.754, 1.738, -2.785)
H (-1.348, 1.671, -4.303)
H (-1.444, 3.313, -4.102)
H (-2.600, 2.817, -2.177)
C (-1.608, -2.761, -0.628)
O (-2.179, -1.996, -1.564)
N (-1.728, -2.559, 0.635)
N (-0.888, -3.822, -0.790)
H (-2.297, -1.716, 0.992)
H (-1.508, -3.283, 1.367)
H (-0.651, -4.000, -1.802)
H (-0.434, -4.393, -0.031)
C (0.154, 0.271, -0.264)
O (0.909, 1.411, -0.109)
N (-0.701, 0.083, -1.203)
N (0.341, -0.766, 0.458)
H (-0.916, 0.892, -1.874)
H (-1.290, -0.741, -1.323)
H (0.960, -0.654, 1.242)
H (-0.333, -1.572, 0.488)
C (1.840, 0.931, 3.315)
O (1.326, 0.666, 4.575)
N (2.519, 0.046, 2.594)
N (1.820, 2.038, 2.711)
H (2.961, -0.726, 3.094)
H (2.954, 0.321, 1.703)
H (1.285, 2.799, 3.122)
H (1.924, 2.046, 1.720)
C (-4.147, -0.530, 0.919)
O (-3.020, -0.331, 1.699)
H (-3.956, -0.409, -0.177)
H (-4.847, 0.244, 1.144)
H (-4.576, -1.477, 1.109)
H (-3.254, 0.043, 2.586)
C (-1.327, 2.404, 2.122)
O (-1.474, 2.956, 3.410)
H (-0.478, 2.952, 1.654)
H (-2.151, 2.452, 1.383)
H (-1.132, 1.336, 2.235)
H (-2.030, 3.760, 3.348)
C (-4.022, 0.648, -3.503)
O (-3.904, -0.686, -3.797)
H (-3.609, 1.307, -4.254)
H (-3.553, 0.802, -2.553)
H (-5.077, 0.961, -3.399)
H (-3.977, -1.170, -2.990)
C (-0.205, -1.420, -4.153)
O (0.510, -1.563, -2.996)
H (-0.102, -2.229, -4.900)
H (0.184, -0.470, -4.516)
H (-1.320, -1.330, -3.897)
H (0.250, -0.940, -2.333)
C (3.675, 0.557, -1.206)
O (3.881, 0.881, 0.143)
H (3.020, -0.284, -1.234)
H (4.640, 0.404, -1.699)
H (3.332, 1.372, -1.800)
H (3.731, 1.833, 0.323)
C (2.710, 4.053, 0.154)
O (3.810, 3.377, 0.708)
H (1.839, 3.769, 0.725)
H (2.557, 3.651, -0.841)
H (2.826, 5.150, 0.124)
H (4.026, 3.695, 1.583)
C (-0.933, -1.424, 3.779)
O (0.199, -1.907, 4.456)
H (-0.757, -1.358, 2.738)
H (-1.104, -0.469, 4.145)
H (-1.831, -1.971, 4.040)
H (0.903, -1.289, 4.471)
C (-0.816, 4.900, -0.494)
O (-0.027, 5.794, 0.230)
H (-1.152, 5.398, -1.374)
H (-1.619, 4.547, 0.076)
H (-0.253, 3.961, -0.803)
H (0.488, 6.208, -0.475)
C (3.441, -2.855, 0.432)
O (2.345, -3.093, -0.492)
H (3.994, -1.898, 0.228)
H (4.199, -3.679, 0.379)
H (3.016, -2.667, 1.447)
H (1.716, -2.365, -0.456)

Forces on atoms 1 to 6 (eV/Å):
-0.268 -0.807 0.379
1.003 -0.618 1.195
-1.020 -0.642 -1.162
0.640 -0.084 -0.267
0.174 0.576 -0.538
-0.173 -0.016 0.153

## Properties
energy above the lowest of the compared OMol25 structures with the same formula, charge and spin = 91.1 kJ/mol
HOMO-LUMO gap = 9.343 eV
calculated total energy = -55165.3996 eV
largest force on an atom = 8.53 eV Å⁻¹

=====

What did the second record say?
# C24H33Cl3NNiOSi4Te

A molecular structure, C24H33Cl3NNiOSi4Te at a distorted geometry (the ωB97M-V functional and the def2-TZVPD basis, the Open Molecules 2025 dataset).

Atoms and positions in Å:
Ni (-0.867, -0.252, 2.764)
Cl (-1.839, -4.421, 8.522)
C (-1.465, -3.784, 6.952)
C (-1.712, -2.447, 6.675)
C (-1.402, -1.976, 5.420)
Cl (-1.699, -0.337, 4.957)
C (-0.823, -2.771, 4.393)
O (-0.529, -2.284, 3.263)
C (-0.618, -4.130, 4.750)
Cl (0.050, -5.179, 3.547)
C (-0.928, -4.631, 5.994)
H (-2.133, -1.799, 7.426)
H (-0.750, -5.672, 6.215)
C (0.741, -3.315, -4.405)
Si (0.147, -3.005, -2.613)
C (0.864, -4.410, -1.528)
C (-1.758, -3.205, -2.611)
Si (0.698, -0.883, -1.697)
Te (-0.148, -1.388, 0.620)
Si (3.052, -0.612, -1.601)
C (3.605, 1.090, -0.914)
C (3.878, -0.746, -3.326)
C (3.895, -1.961, -0.538)
Si (-0.244, 0.909, -2.942)
C (-2.152, 0.773, -2.989)
C (0.346, 0.852, -4.767)
C (0.210, 2.641, -2.264)
H (0.447, -4.295, -4.769)
H (1.822, -3.252, -4.472)
H (0.325, -2.577, -5.082)
H (0.489, -5.394, -1.799)
H (0.604, -4.236, -0.488)
H (1.948, -4.444, -1.590)
H (-2.079, -4.216, -2.849)
H (-2.225, -2.537, -3.329)
H (-2.150, -2.957, -1.629)
H (3.338, 1.891, -1.597)
H (4.681, 1.139, -0.765)
H (3.132, 1.302, 0.039)
H (3.518, 0.028, -3.996)
H (3.670, -1.705, -3.789)
H (4.958, -0.642, -3.263)
H (3.443, -2.014, 0.448)
H (4.959, -1.782, -0.404)
H (3.786, -2.939, -0.997)
H (-2.463, -0.124, -3.516)
H (-2.626, 1.618, -3.480)
H (-2.551, 0.713, -1.982)
H (0.087, -0.093, -5.233)
H (1.422, 0.962, -4.839)
H (-0.098, 1.640, -5.370)
H (-0.023, 2.711, -1.206)
H (-0.323, 3.441, -2.771)
H (1.272, 2.840, -2.377)
N (-2.710, 9.443, 2.115)
C (-2.493, 8.313, 2.147)
C (-2.239, 6.933, 2.205)
C (-1.736, 6.365, 3.383)
C (-1.497, 5.014, 3.443)
C (-1.746, 4.191, 2.333)
C (-2.269, 4.766, 1.165)
C (-2.511, 6.116, 1.099)
C (-1.442, 2.819, 2.392)
C (-1.090, 1.648, 2.422)
H (-1.543, 7.002, 4.238)
H (-1.113, 4.563, 4.346)
H (-2.481, 4.128, 0.317)
H (-2.914, 6.565, 0.199)

Forces on atoms 1 to 6 (eV/Å):
0.550 -0.572 -0.328
-0.081 -0.057 0.277
0.006 0.095 -0.124
-0.006 -0.095 0.077
0.345 -0.914 -0.272
-0.263 0.774 0.284

## Properties
charge = -1
HOMO-LUMO gap (alpha / beta) = 6.801 / 6.588 eV
calculated total energy = -146378.8816 eV
largest force on an atom = 1.58 eV Å⁻¹